31
Properties=species:S:1:pos:R:3:nbo_charge:R:1 method="wB97M-V/def2-TZVPD" multiplicity=1 orbital_gap_ev="5.24 / 6.21" charge=+3
O 0.8179 -3.8398 -1.0822 -0.296
C 0.6119 -2.7667 -0.7676 0.562
Tl -0.0042 -0.2712 -0.1177 0.550
O 3.6257 1.0973 -0.3961 -0.339
C 2.6588 0.5077 -0.3475 0.530
C -2.6331 -0.8464 0.2819 0.528
O -3.7343 -0.7351 0.5302 -0.353
C 0.5022 -0.7141 2.5733 0.540
O 0.6031 -0.6575 3.7045 -0.350
C -0.4541 0.3777 -2.7045 0.535
O -0.7140 1.0737 -3.5757 -0.349
C -2.6437 3.4713 -0.2336 -0.904
P -1.2343 2.4016 0.2694 1.022
C 0.0949 3.3534 -0.5526 -0.961
C -1.1624 2.9345 2.0318 -0.181
C -0.0010 3.4364 2.6478 -0.232
C -0.0627 3.8906 3.9702 -0.101
C -1.2432 3.8276 4.7085 0.068
C -2.3785 3.2709 4.1078 -0.201
C -2.3430 2.8012 2.7943 -0.101
H -2.7169 3.5108 -1.3304 0.293
H -2.4794 4.4919 0.1547 0.290
H -3.5810 3.0750 0.1801 0.273
H -0.0254 4.4239 -0.3418 0.297
H 1.0892 3.0492 -0.2043 0.251
H 0.0068 3.2051 -1.6420 0.284
H 0.9571 3.4484 2.1183 0.255
H 0.8392 4.2907 4.4368 0.279
H -1.2835 4.2107 5.7366 0.283
H -3.2986 3.1866 4.6859 0.283
H -3.2399 2.3190 2.3788 0.246

***

11
Properties=species:S:1:pos:R:3:nbo_charge:R:1 method="wB97M-V/def2-TZVPD" multiplicity=1 smiles="O=C=NC=O.C" orbital_gap_ev=11.60 charge=0 de_lowest_ev=0.972
O -1.4003 -1.3283 0.9275 -0.465
C -0.3616 -1.2165 0.4086 0.913
N 0.6789 -1.0371 -0.2019 -0.618
C 1.8944 -1.7386 -0.1407 0.535
O 2.7222 -1.6657 -1.0013 -0.489
H 2.0045 -2.3471 0.7735 0.123
C -1.1063 1.8667 -0.1523 -0.854
H -1.7881 1.0142 -0.1576 0.209
H -1.5273 2.6544 0.4741 0.216
H -0.9826 2.2355 -1.1717 0.218
H -0.1337 1.5625 0.2417 0.210

***

9
Properties=species:S:1:pos:R:3:nbo_charge:R:1 method="wB97M-V/def2-TZVPD" multiplicity=1 orbital_gap_ev=11.55 charge=0 de_lowest_ev=0.882
O 2.2035 -0.6648 -0.7787 -0.531
C 1.0985 -0.4067 -0.4094 0.801
C 0.1560 0.7646 0.1140 -0.547
C -0.8275 -0.3629 0.2802 -0.077
O 0.0122 -1.2464 -0.5010 -0.491
H -0.0916 1.3124 -0.8007 0.234
H 0.1776 1.4864 0.9422 0.239
H -1.7999 -0.1231 -0.1423 0.188
H -0.9287 -0.7595 1.2958 0.184

***

| no. | DFT total energy (hartree) |
| --- | --- |
| 1 | -1390.7701 |
| 2 | -322.5386 |
| 3 | -267.1604 |